No. 1
{"formula": "C29H31As2F6GeNO4S2Zr", "method": "ωB97M-V/def2-TZVPD", "e_tot_ha": -9469.5483, "total_charge": 3, "de_lowest_kcal_mol": 8.13, "e_lumo_ev": [-9.323, -11.233], "homo_lumo_gap_ev": [7.1095, 5.1989], "multiplicity": 2, "species": ["Zr", "F", "C", "F", "F", "S", "O", "O", "N", "S", "O", "O", "C", "F", "F", "F", "C", "As", "C", "C", "C", "C", "C", "C", "C", "As", "C", "C", "H", "H", "H", "H", "H", "H", "H", "H", "H", "H", "H", "H", "H", "H", "H", "H", "C", "Ge", "C", "C", "C", "C", "C", "C", "C", "C", "C", "C", "C", "C", "C", "C", "C", "C", "H", "H", "H", "H", "H", "H", "H", "H", "H", "H", "H", "H", "H", "H", "H"], "xyz": [[-0.184783, 0.166654, -0.881808], [3.032268, 0.650197, 0.721769], [3.397230, -0.550743, 0.281001], [3.681436, -1.337715, 1.293239], [4.416016, -0.445723, -0.541834], [1.971313, -1.309852, -0.639127], [1.653825, -0.218963, -1.723068], [2.409051, -2.541844, -1.180686], [0.713561, -1.211432, 0.245800], [-0.106135, 1.708492, 1.524285], [0.563373, 2.089483, 0.155183], [-1.169929, 0.745041, 0.982820], [-1.163719, 3.213029, 1.918695], [-0.348398, 4.219507, 2.160424], [-1.865172, 2.896978, 2.982650], [-1.964455, 3.495833, 0.901407], [-1.115545, -4.030923, 0.876008], [-2.171740, -2.464929, 0.533316], [-3.012819, -1.884855, 2.156172], [-3.414475, -2.694424, -0.896898], [-4.693693, -3.136701, -0.566431], [-5.596982, -3.432957, -1.578844], [-5.223869, -3.269526, -2.902048], [-3.955970, -2.793269, -3.227274], [-3.036050, -2.493668, -2.232366], [-1.293799, -1.778120, -2.720455], [-0.132469, -3.328332, -2.837473], [-1.459874, -1.342964, -4.596431], [-1.771961, -4.742571, 1.382515], [-0.281667, -3.757039, 1.518753], [-0.761892, -4.458215, -0.056911], [-3.589765, -2.718504, 2.562377], [-3.661015, -1.035311, 1.957502], [-2.228264, -1.615610, 2.861101], [-4.990819, -3.269135, 0.466743], [-6.586954, -3.789050, -1.328258], [-5.924523, -3.502604, -3.692715], [-3.703866, -2.661189, -4.270932], [-0.665019, -4.113667, -3.372572], [0.171825, -3.680169, -1.857278], [0.761875, -3.045566, -3.390815], [-1.515467, -2.278306, -5.151672], [-0.570228, -0.796182, -4.904313], [-2.343381, -0.739605, -4.778507], [0.262949, 5.202155, -0.773853], [1.067731, 3.559933, -1.355188], [2.955395, 3.428821, -1.336342], [3.638857, 4.450580, -0.665560], [5.023522, 4.449516, -0.623007], [5.730573, 3.435168, -1.253759], [5.058808, 2.416788, -1.924298], [3.676980, 2.407854, -1.965276], [-0.112678, 2.555401, -2.572144], [-1.392191, 2.244851, -2.107594], [-2.435956, 1.861210, -2.970996], [-2.208623, 1.845260, -4.322568], [-0.937504, 2.151270, -4.855380], [-0.727232, 2.141574, -6.255099], [0.490460, 2.477248, -6.772930], [1.549125, 2.842928, -5.913747], [1.379505, 2.856357, -4.557821], [0.136877, 2.503605, -3.979081], [0.481510, 5.930996, -1.559742], [0.693342, 5.566758, 0.156107], [-0.816784, 5.115367, -0.683647], [3.099817, 5.257687, -0.183190], [5.549673, 5.241914, -0.108804], [6.812207, 3.439862, -1.230051], [5.620015, 1.634760, -2.418045], [3.167990, 1.610667, -2.493065], [-1.638558, 2.412539, -1.060392], [-3.421039, 1.660030, -2.568814], [-3.016076, 1.621954, -5.010177], [-1.551939, 1.881950, -6.906952], [0.647914, 2.479759, -7.842975], [2.503273, 3.123417, -6.339615], [2.207705, 3.150369, -3.926637]], "atomic_forces_ev_per_a": [[-0.222, -0.007, -0.111], [-0.007, 0.011, -0.002], [0.030, -0.060, 0.014], [-0.011, 0.007, -0.002], [-0.001, 0.007, 0.005], [0.144, 0.113, -0.218], [0.191, -0.073, 0.051], [0.009, -0.018, -0.002], [-0.132, -0.032, -0.027], [0.051, 0.070, 0.051], [-0.002, 0.110, 0.132], [-0.111, 0.008, -0.017], [0.002, -0.027, -0.008], [-0.001, -0.001, 0.001], [-0.001, 0.003, -0.003], [0.004, -0.003, 0.002], [-0.001, -0.001, 0.030], [0.065, 0.005, 0.078], [-0.028, -0.034, -0.002], [-0.002, 0.045, -0.063], [0.014, -0.003, 0.019], [0.002, 0.000, 0.000], [-0.006, -0.003, -0.005], [-0.001, 0.004, 0.001], [-0.016, 0.005, 0.022], [0.008, -0.110, 0.066], [-0.033, -0.048, -0.003], [0.003, 0.001, 0.001], [0.007, -0.001, 0.005], [0.002, -0.001, -0.004], [0.003, 0.000, -0.013], [0.004, -0.002, 0.001], [0.007, 0.004, -0.009], [-0.012, 0.002, 0.012], [-0.007, -0.004, -0.004], [0.000, -0.001, 0.003], [0.003, 0.002, -0.003], [-0.005, 0.001, 0.000], [-0.016, 0.022, -0.012], [0.016, 0.009, 0.010], [0.003, 0.011, 0.007], [-0.005, 0.006, -0.013], [0.001, -0.003, -0.006], [-0.001, -0.007, -0.005], [-0.016, -0.017, -0.002], [0.093, -0.082, -0.011], [0.001, 0.037, 0.007], [-0.051, 0.024, 0.011], [0.029, -0.018, -0.011], [-0.021, 0.006, 0.001], [0.022, 0.012, 0.011], [-0.017, -0.025, -0.014], [-0.069, -0.007, 0.037], [0.168, 0.061, -0.006], [-0.064, -0.036, 0.001], [0.050, 0.021, 0.015], [-0.023, 0.000, 0.050], [0.068, 0.024, -0.025], [-0.060, -0.022, -0.014], [0.022, 0.009, 0.036], [0.050, 0.003, -0.022], [-0.052, -0.044, -0.038], [0.002, 0.008, 0.008], [0.009, 0.002, -0.003], [0.000, 0.002, -0.001], [0.006, -0.002, 0.002], [-0.003, 0.002, 0.001], [0.001, -0.002, 0.001], [-0.002, -0.002, 0.000], [-0.004, 0.006, 0.005], [-0.070, 0.033, -0.009], [0.000, 0.003, -0.010], [-0.010, -0.001, 0.008], [0.000, -0.001, -0.003], [-0.008, -0.002, -0.001], [0.003, 0.002, 0.009], [-0.002, 0.000, -0.009]], "mulliken_spin": [0.08, 0.00, 0.00, 0.00, 0.00, 0.00, 0.01, 0.00, 0.02, 0.01, 0.00, 0.02, 0.00, 0.00, 0.00, 0.00, 0.04, 0.71, 0.03, 0.08, 0.00, 0.00, 0.02, 0.00, -0.11, 0.02, 0.00, 0.01, 0.03, 0.00, -0.01, 0.03, 0.00, 0.00, 0.00, 0.00, 0.00, 0.00, 0.00, 0.00, 0.00, 0.00, 0.00, 0.00, 0.00, 0.00, 0.00, 0.00, 0.00, 0.00, 0.00, 0.00, 0.00, 0.00, 0.01, 0.00, 0.00, 0.00, 0.00, 0.00, 0.00, 0.00, 0.00, 0.00, 0.00, 0.00, 0.00, 0.00, 0.00, 0.00, 0.00, 0.00, 0.00, 0.00, 0.00, 0.00, 0.00]}

---

No. 2
{"formula": "C2H2NO2S", "method": "ωB97M-V/def2-TZVPD", "e_tot_ha": -680.6798, "total_charge": -1, "de_lowest_kcal_mol": 142.68, "e_lumo_ev": 3.694, "homo_lumo_gap_ev": 8.2066, "species": ["C", "C", "N", "O", "O", "S", "H", "H"], "xyz": [[-0.399341, -1.081003, 0.919306], [0.131458, -0.339522, 0.151734], [1.387688, 0.890856, -1.018398], [2.291525, 3.219633, -1.268639], [3.275985, 1.715424, 0.413964], [2.067212, 2.413861, -0.039579], [-0.749573, -1.560878, 1.827096], [0.728470, 1.361337, -1.781827]], "atomic_forces_ev_per_a": [[-0.733, -0.980, 2.050], [2.971, 3.647, -3.544], [-3.276, -0.749, 0.085], [-0.262, -0.330, 0.357], [-0.099, 0.526, 0.365], [0.411, -0.832, -0.586], [0.064, 0.097, -0.876], [0.925, -1.379, 2.150]], "lowdin_charge": [-0.13, -0.11, -0.16, -0.58, -0.57, 0.55, -0.01, 0.01]}

---

No. 3
{"formula": "C16H23F6N2O7P2", "method": "ωB97M-V/def2-TZVPD", "e_tot_ha": -2541.3995, "total_charge": 1, "de_lowest_kcal_mol": 0.00, "e_lumo_ev": -3.175, "homo_lumo_gap_ev": 9.1389, "species": ["C", "C", "O", "O", "C", "P", "C", "C", "C", "C", "C", "N", "P", "N", "O", "H", "H", "H", "H", "H", "H", "H", "H", "H", "H", "H", "H", "H", "C", "C", "O", "C", "O", "C", "F", "F", "F", "H", "H", "H", "H", "H", "C", "C", "O", "C", "O", "C", "F", "F", "F", "H", "H", "H", "H", "H"], "xyz": [[6.486727, -2.822568, 4.182078], [5.660396, -3.093323, 2.978172], [5.553189, -4.151729, 2.462508], [5.048882, -1.975854, 2.461119], [3.847795, -2.248432, 1.784250], [2.505179, -1.151893, 2.408671], [1.275578, -2.118069, 3.318423], [-0.029201, -1.654629, 3.344753], [-0.941597, -2.399811, 4.079900], [-0.436077, -3.518879, 4.726712], [0.897089, -3.905995, 4.619213], [1.773597, -3.199501, 3.906767], [3.105333, 0.424606, 3.869920], [4.029117, 1.499816, 2.909952], [4.167448, -0.407150, 4.762940], [6.669464, -3.754217, 4.697399], [6.015115, -2.116259, 4.851072], [7.439873, -2.428852, 3.838122], [3.977899, -2.064567, 0.720384], [3.503638, -3.273911, 1.898970], [1.907749, -0.486366, 1.332100], [-0.312318, -0.755506, 2.822967], [-1.976646, -2.119640, 4.163337], [-1.094654, -4.117072, 5.337888], [1.269215, -4.778029, 5.129472], [3.407345, 1.884426, 2.202327], [4.286492, 2.274601, 3.515260], [4.151210, -0.031343, 5.652663], [-2.384031, 1.834725, -2.001289], [-2.580473, 2.090532, -0.524522], [-3.235927, 0.972747, 0.123655], [-2.486955, -0.056213, 0.437177], [-1.303449, -0.177304, 0.268173], [-3.347067, -1.119839, 1.136269], [-4.496383, -1.319790, 0.500208], [-3.625660, -0.713133, 2.389679], [-2.709956, -2.287643, 1.223312], [-3.328283, 1.588437, -2.476014], [-1.966934, 2.713874, -2.488138], [-1.706666, 0.996416, -2.167807], [-3.243596, 2.937347, -0.367903], [-1.641130, 2.307380, -0.016831], [-1.518705, 3.266522, -7.989864], [-2.730391, 4.082203, -7.597518], [-3.768300, 3.247021, -7.039058], [-3.626513, 2.900386, -5.776009], [-2.735816, 3.202777, -5.035745], [-4.833310, 2.050241, -5.339833], [-5.118786, 1.106059, -6.237863], [-5.916155, 2.820290, -5.192486], [-4.588943, 1.450897, -4.170326], [-1.803108, 2.465375, -8.672079], [-0.782969, 3.902070, -8.480305], [-1.052166, 2.809650, -7.117824], [-3.179040, 4.546651, -8.471873], [-2.477127, 4.872469, -6.892528]], "atomic_forces_ev_per_a": [[0.185, 0.228, -0.004], [0.447, 0.203, 0.405], [-0.479, -1.009, -0.535], [-0.508, 0.239, 0.599], [-0.037, 0.151, -0.767], [0.898, -0.306, 0.180], [0.181, 0.470, -0.674], [-0.136, -0.247, 0.256], [0.822, -0.240, 0.108], [-0.477, -0.301, 0.254], [-0.101, 0.585, -0.173], [-0.264, -0.004, 0.070], [-0.990, 0.776, 0.487], [-0.125, -0.633, 0.030], [0.372, 0.136, -0.233], [0.045, -0.216, -0.005], [-0.030, 0.228, -0.012], [0.152, 0.175, 0.105], [-0.105, 0.090, -0.166], [0.102, -0.152, 0.164], [-0.158, -0.043, 0.023], [-0.067, 0.101, -0.160], [-0.168, 0.045, -0.015], [-0.061, -0.108, 0.020], [0.057, -0.175, 0.044], [0.160, 0.133, -0.178], [0.178, 0.128, -0.092], [-0.004, -0.262, 0.181], [0.070, -0.367, 0.135], [0.182, 0.486, -0.324], [-0.054, -0.071, 0.080], [0.147, 0.325, -0.180], [0.102, -0.119, 0.204], [-0.388, -0.339, 0.086], [0.037, 0.036, 0.002], [0.095, 0.030, 0.011], [0.154, 0.112, -0.013], [0.023, 0.148, 0.078], [-0.054, 0.041, 0.007], [0.078, 0.052, 0.037], [-0.143, -0.123, 0.096], [0.015, -0.189, 0.064], [-0.053, -0.246, 0.147], [0.327, 0.275, -0.288], [-0.109, -0.025, 0.024], [0.117, 0.191, -0.163], [-0.010, -0.057, 0.118], [-0.293, -0.266, 0.037], [0.082, 0.000, 0.012], [0.065, 0.087, 0.023], [-0.084, 0.047, -0.202], [-0.003, 0.067, -0.078], [-0.022, 0.032, -0.020], [0.023, 0.075, 0.029], [-0.156, -0.093, 0.026], [-0.035, -0.101, 0.140]], "lowdin_charge": [0.04, -0.52, 0.15, -0.07, -0.30, 1.02, -0.48, -0.06, -0.02, -0.02, -0.09, 0.08, 0.70, -0.21, -0.32, 0.10, 0.07, 0.11, 0.11, 0.10, 0.04, 0.10, 0.11, 0.12, 0.12, 0.03, 0.04, 0.06, -0.05, -0.17, 0.05, -0.41, 0.13, -0.55, 0.19, 0.15, 0.16, 0.06, 0.08, 0.08, 0.13, 0.12, -0.06, -0.19, 0.04, -0.40, 0.16, -0.54, 0.18, 0.18, 0.15, 0.09, 0.08, 0.08, 0.13, 0.13]}

---

No. 4
{"formula": "C21H39NP2Pb", "method": "ωB97M-V/def2-TZVPD", "e_tot_ha": -1753.5455, "de_lowest_kcal_mol": 13.59, "e_lumo_ev": -0.631, "homo_lumo_gap_ev": 3.8420, "species": ["P", "P", "C", "C", "H", "H", "H", "H", "C", "H", "H", "H", "C", "H", "H", "H", "C", "H", "H", "H", "C", "H", "H", "H", "Pb", "C", "C", "C", "C", "C", "C", "C", "C", "C", "H", "H", "H", "H", "H", "H", "H", "H", "H", "H", "H", "H", "H", "H", "H", "C", "C", "C", "C", "C", "C", "N", "H", "H", "H", "H", "H", "H", "H", "H"], "xyz": [[0.198918, -2.395847, -3.124271], [0.134583, 1.702467, -2.825499], [-0.377482, -0.985938, -4.136002], [0.428964, 0.347889, -4.131329], [-1.450544, -0.821488, -3.915668], [-0.343404, -1.381253, -5.171063], [1.521476, 0.162505, -4.152826], [0.165799, 0.878420, -5.068396], [-1.373452, 2.412921, -3.580934], [-1.812874, 3.158512, -2.909062], [-2.126180, 1.641383, -3.804409], [-1.081596, 2.906219, -4.519527], [1.416253, 2.923791, -3.213424], [1.057624, 3.571965, -4.027135], [2.335684, 2.410972, -3.529764], [1.619552, 3.533396, -2.322937], [-0.953681, -3.744797, -3.336331], [-0.952304, -4.384244, -2.443767], [-0.685662, -4.349294, -4.213823], [-1.966512, -3.340337, -3.477626], [1.875581, -2.863797, -3.554064], [2.561436, -2.006601, -3.555630], [1.889645, -3.317447, -4.555215], [2.253007, -3.609085, -2.840339], [1.090761, -0.898333, 3.409341], [-0.106485, 1.624377, -0.742939], [-1.519808, 1.492710, -0.731109], [-2.020654, 0.286478, -1.387259], [-2.097963, -0.947997, -0.456420], [-1.189481, -1.982081, -0.916099], [0.179274, -1.840964, -1.422328], [1.087466, -0.611070, -1.154451], [0.666349, 0.444884, -0.138578], [0.500949, -2.161407, 5.211125], [0.339408, 2.596311, -0.480074], [-2.214802, 2.284637, -0.452748], [-1.279670, 0.015334, -2.177401], [-2.993206, 0.432075, -1.892115], [-2.021175, -0.663866, 0.616702], [-3.120722, -1.351921, -0.552933], [-1.510940, -3.012658, -0.741124], [0.744855, -2.682518, -0.983330], [1.357580, -0.128316, -2.115756], [2.060306, -1.016361, -0.826078], [0.090763, -0.024685, 0.679295], [1.588088, 0.867525, 0.306651], [1.274372, -2.115172, 5.991128], [0.374455, -3.200865, 4.873269], [-0.434502, -1.797275, 5.656795], [2.867031, 1.371331, 5.190402], [1.431641, 1.640036, 5.335642], [0.743937, 2.583945, 6.121034], [-0.640240, 2.344356, 5.934630], [-0.761383, 1.265008, 5.044598], [-1.958601, 0.560222, 4.571484], [0.501661, 0.896558, 4.652437], [3.130715, 0.353962, 5.536332], [3.432337, 2.084501, 5.806045], [3.202750, 1.496730, 4.146900], [1.227976, 3.318680, 6.749475], [-1.480284, 2.863692, 6.385235], [-2.260337, -0.239403, 5.271238], [-2.793873, 1.273932, 4.525754], [-1.823368, 0.127317, 3.564282]], "atomic_forces_ev_per_a": [[-0.562, 2.103, 0.672], [0.220, -1.658, -1.162], [0.043, -0.049, -0.977], [0.435, 0.555, -1.032], [0.562, -0.210, 0.070], [-0.123, 0.301, 0.246], [-0.499, 0.020, -0.118], [0.331, -0.468, 0.076], [-0.025, 0.291, 0.126], [0.006, -0.204, -0.102], [0.342, 0.243, 0.242], [-0.057, -0.162, 0.235], [0.101, 0.333, -0.647], [0.402, -0.019, 0.180], [-0.191, 0.222, 0.147], [-0.030, -0.154, -0.273], [-0.159, -0.550, -0.476], [0.032, 0.278, -0.209], [0.035, 0.114, 0.100], [0.462, -0.106, 0.210], [0.465, -0.579, -1.130], [-0.347, -0.120, 0.097], [0.238, 0.055, 0.199], [-0.222, 0.217, -0.075], [-0.223, 0.261, 0.697], [-2.766, 0.418, 1.685], [0.438, 1.678, 0.716], [-0.474, -0.049, 0.761], [-1.141, 0.078, -0.382], [-0.263, -1.671, -0.226], [0.492, -0.940, 1.655], [1.417, -0.587, -0.557], [0.768, -0.041, -0.680], [-0.150, -0.352, -0.197], [-0.367, -0.213, 0.209], [0.432, 0.193, -0.404], [-0.420, 0.169, 0.247], [0.239, 0.057, 0.194], [0.070, 0.409, -0.316], [0.136, 0.101, 0.240], [0.332, 0.189, 0.230], [0.248, -0.146, 0.079], [-0.124, -0.200, 0.809], [-0.282, 0.039, 0.048], [0.126, 0.405, -0.564], [-0.311, -0.288, -0.103], [-0.077, 0.000, -0.257], [0.033, 0.199, 0.312], [0.238, -0.048, -0.208], [0.827, 0.062, -0.017], [-1.854, 1.042, 0.429], [0.682, -0.946, -0.576], [-0.237, -0.775, -0.551], [1.330, 1.381, 0.676], [-0.894, -0.208, -0.063], [0.089, -0.436, 0.103], [0.048, 0.278, -0.116], [-0.025, -0.272, -0.201], [0.046, -0.095, 0.215], [-0.138, -0.008, 0.007], [0.226, -0.045, -0.047], [0.073, 0.123, -0.352], [0.114, -0.326, -0.147], [-0.116, 0.114, 0.254]], "lowdin_charge": [0.90, 0.94, -0.31, -0.35, 0.09, 0.09, 0.07, 0.07, -0.21, 0.06, 0.05, 0.05, -0.22, 0.04, 0.05, 0.05, -0.19, 0.07, 0.05, 0.07, -0.19, 0.06, 0.05, 0.06, 1.24, -0.35, -0.27, -0.27, -0.29, -0.28, -0.49, -0.21, -0.21, -0.36, 0.10, 0.08, 0.04, 0.11, 0.08, 0.10, 0.05, 0.10, 0.04, 0.11, 0.04, 0.10, -0.02, -0.04, -0.03, -0.10, -0.43, -0.07, -0.08, -0.41, -0.07, -0.17, 0.07, 0.08, 0.07, 0.09, 0.09, 0.07, 0.08, 0.06]}